No. 1
A molecular structure, C11H18Cl2HoN2 at a distorted geometry. Source: OMol25; level of theory: ωB97M-V with the def2-TZVPD basis set.

Each line ends with the Mulliken charge.
Geometry (Å):
Ho (1.1766, -0.4885, 0.5110)  0.346
Cl (1.0838, -2.9244, -0.0713)  -0.618
Cl (2.3875, 1.4728, 1.5146)  -0.606
C (2.5621, -0.0925, -1.1513)  -0.851
H (3.2724, 0.7240, -0.9125)  0.222
H (3.0014, -1.0103, -1.6033)  0.184
C (-0.2426, 0.5298, -1.1537)  0.003
C (1.0340, 0.4778, -1.7319)  0.874
H (-0.5061, 0.5037, -0.0531)  -0.283
C (0.8837, -0.5198, -2.9559)  -0.665
H (1.4041, 1.4898, -2.0663)  -0.032
C (-0.2203, -0.0725, -3.9045)  -0.727
H (1.8329, -0.6374, -3.4946)  0.399
H (0.6363, -1.5013, -2.5225)  0.126
C (-1.5654, -0.0106, -3.1651)  -0.638
H (0.0232, 0.9287, -4.2985)  0.319
H (-0.2613, -0.7685, -4.7540)  0.360
C (-1.3787, 1.0002, -2.0291)  -1.013
H (-2.3951, 0.2431, -3.8325)  0.344
H (-1.8087, -0.9866, -2.7307)  0.298
H (-1.2107, 1.9771, -2.5283)  0.307
H (-2.2668, 1.0994, -1.4069)  0.339
C (-0.6894, 1.7267, 3.3159)  -1.144
C (-0.5350, 0.2691, 3.4089)  0.396
N (-0.0552, -0.6296, 2.5285)  0.138
C (-0.1685, -1.8803, 3.1526)  -0.207
C (-0.7206, -1.7473, 4.3982)  -0.629
N (-0.9347, -0.3664, 4.5355)  -0.069
H (-1.7216, 2.0054, 3.5946)  0.379
H (0.0123, 2.2386, 3.9984)  0.295
H (-0.4783, 2.0683, 2.2954)  0.181
H (0.1719, -2.7556, 2.6249)  0.350
H (-0.9768, -2.4745, 5.1394)  0.403
H (-1.3466, 0.1115, 5.3482)  0.220

Computed properties:
**Relative energy (zero: lowest compared OMol25 entry of this formula, charge and spin)**: 98.69 kJ/mol
**Calculated total energy**: -2407.9287 Eh
**HOMO level (spin up / spin down)**: -2.137 / -2.147 eV
**Multiplicity**: 5
**Gap between HOMO and LUMO (spin up / spin down)**: 4.6 / 4.6 eV
**Charge**: -1
**LUMO energy (spin up / spin down)**: 2.414 / 2.413 eV

=====

No. 2
A molecular structure, C17H28N9O8PtS. Source: OMol25; level of theory: ωB97M-V with the def2-TZVPD basis set.

Each line ends with the Mulliken charge.
Geometry (Å):
Pt (-1.0344, 1.7557, -1.4185)  1.178
N (-2.0588, 2.9396, -2.9821)  -0.589
N (-1.9086, 4.3147, -2.7316)  -0.197
C (-1.0046, 4.7599, -1.8280)  0.862
N (-0.8632, 6.0539, -1.6834)  -0.291
N (-0.3416, 3.7739, -1.1768)  -0.379
N (0.6495, 4.0687, -0.2312)  1.047
O (1.1576, 3.0828, 0.2597)  -0.744
O (0.9470, 5.2051, 0.0037)  -0.624
H (-1.7174, 2.7232, -3.9208)  0.345
H (-3.0518, 2.7121, -2.9383)  0.381
H (-2.4434, 4.9579, -3.2995)  0.190
H (-1.3894, 6.7055, -2.2496)  0.203
H (-0.1932, 6.4196, -1.0205)  0.211
O (-4.7369, 1.7760, 0.9251)  -0.197
C (-3.8428, 1.2783, 0.1358)  0.468
O (-3.0082, 2.0611, -0.3610)  -0.767
C (-3.9103, -0.1818, -0.0603)  0.615
C (-3.1776, -0.7039, -1.1165)  -0.340
C (-3.0676, -2.0628, -1.2702)  -0.277
C (-3.7542, -2.9491, -0.4586)  -0.766
C (-4.5282, -2.3971, 0.5490)  -0.344
C (-4.6157, -1.0384, 0.7874)  -0.652
N (-5.2677, -3.3220, 1.4587)  1.043
O (-5.1630, -4.4967, 1.2137)  -0.550
O (-5.9534, -2.7961, 2.2994)  -0.560
N (-2.1142, -2.5398, -2.2932)  1.005
O (-1.3907, -1.6784, -2.7929)  -0.562
O (-2.1475, -3.6935, -2.6051)  -0.519
H (-2.6963, -0.0685, -1.8493)  0.963
H (-3.6943, -4.0238, -0.5831)  0.667
H (-5.2055, -0.6947, 1.6293)  0.637
C (1.6213, -2.3544, 2.4461)  -0.611
C (0.9841, -3.5239, 1.7023)  -0.541
C (1.4838, -3.7563, 0.2779)  -0.890
C (1.1112, -2.6818, -0.7315)  0.069
N (1.9517, -1.4688, -0.6060)  0.050
C (1.5886, -0.2352, -0.3810)  0.608
S (-0.1255, 0.1054, 0.0063)  0.095
N (2.4185, 0.7808, -0.2890)  0.165
C (3.8904, 0.6431, -0.3862)  -1.223
C (4.5464, -0.0477, 0.8140)  0.041
C (4.6964, 0.8221, 2.0599)  -0.650
C (3.3841, 1.2460, 2.7104)  -0.621
H (1.3511, -2.3757, 3.5008)  0.498
H (1.3034, -1.3777, 2.0631)  -0.060
H (2.7118, -2.3960, 2.3926)  0.252
H (-0.1056, -3.4074, 1.6837)  0.218
H (1.1689, -4.4373, 2.2683)  0.388
H (1.0647, -4.6899, -0.1028)  0.428
H (2.5697, -3.9010, 0.2672)  0.390
H (0.0721, -2.3736, -0.6022)  -0.425
H (1.2305, -3.0322, -1.7572)  0.377
H (2.9508, -1.6334, -0.6795)  0.321
H (2.0337, 1.6840, -0.0318)  0.240
H (4.2753, 1.6541, -0.5110)  0.490
H (4.0922, 0.1065, -1.3181)  0.419
H (5.5334, -0.3661, 0.4729)  0.386
H (4.0009, -0.9636, 1.0684)  -0.104
H (5.2924, 1.7034, 1.8097)  0.354
H (5.2876, 0.2562, 2.7807)  0.381
H (2.8560, 2.0055, 2.1300)  -0.002
H (3.5677, 1.6836, 3.6902)  0.445
H (2.7188, 0.3898, 2.8599)  0.055

Computed properties:
**Relative energy (zero: lowest compared OMol25 entry of this formula, charge and spin)**: 8.93 kJ/mol
**Calculated total energy**: -2275.3700 Eh
**HOMO level (spin up / spin down)**: -18.437 / -18.344 eV
**Multiplicity**: 5
**Gap between HOMO and LUMO (spin up / spin down)**: 8.9 / 4.8 eV
**Charge**: +3
**LUMO energy (spin up / spin down)**: -9.491 / -13.518 eV

=====

No. 3
A molecular structure, C29H48N2O7S at a distorted geometry. Source: OMol25; level of theory: ωB97M-V with the def2-TZVPD basis set.

Each line ends with the Mulliken charge.
Geometry (Å):
C (1.9009, -2.5238, 1.3216)  -1.000
C (2.1143, -1.3083, 0.5367)  -0.324
C (1.0324, -0.2436, 0.2063)  0.390
O (1.8638, 0.9395, -0.1583)  -0.303
S (1.8510, 1.0165, -1.8004)  1.300
O (2.9002, 0.0973, -2.1647)  -0.548
O (1.8644, 2.3128, -2.4216)  -0.612
O (0.3199, 0.4742, -2.1375)  -0.467
C (0.0780, -0.4549, -1.0373)  0.045
C (-0.3736, -1.9251, -1.4372)  0.153
O (-0.2432, -2.2282, -2.8244)  -0.487
C (1.0160, -2.7153, -3.1509)  0.321
C (1.8505, -2.0681, -4.1558)  -0.131
C (3.1867, -2.5375, -4.4894)  -0.446
C (3.7364, -3.6927, -3.8176)  -0.395
C (2.9220, -4.3866, -2.8429)  -0.588
C (1.6005, -3.9092, -2.5242)  0.033
H (2.2277, -2.6608, 2.3768)  0.314
H (1.4045, -3.3943, 0.8296)  0.253
H (3.1324, -1.1375, 0.1169)  0.358
H (0.4971, 0.1548, 1.1102)  0.391
H (-0.8931, -0.0346, -0.6416)  0.367
H (0.1639, -2.6273, -0.7539)  -0.247
H (-1.4638, -2.0389, -1.1912)  0.020
H (1.4832, -1.1732, -4.7130)  0.334
H (3.7740, -1.9960, -5.2661)  0.338
H (4.7674, -4.0587, -4.0325)  0.341
H (3.2670, -5.3021, -2.3089)  0.338
H (0.9389, -4.4192, -1.7786)  0.207
C (1.0719, 7.0726, 2.0948)  -1.722
C (2.1363, 7.7136, 1.1580)  1.948
C (1.5321, 7.9767, -0.2323)  -1.443
C (1.3554, 6.7175, -1.0748)  -0.446
C (2.6633, 5.9371, -1.1562)  -1.159
C (3.2539, 5.6274, 0.2255)  1.896
N (3.3426, 6.8348, 1.1030)  0.377
O (4.3611, 7.5676, 0.6802)  -0.579
C (2.3970, 4.5353, 0.9012)  -1.788
C (4.6241, 4.9499, 0.0376)  -1.759
C (2.4301, 9.0838, 1.7979)  -1.934
H (0.7344, 7.7674, 2.8662)  0.489
H (0.1820, 6.7456, 1.5521)  0.328
H (1.4655, 6.2184, 2.6470)  0.311
H (2.1757, 8.6671, -0.7903)  0.399
H (0.5660, 8.4789, -0.1328)  0.353
H (0.5569, 6.0903, -0.6665)  0.278
H (1.0339, 6.9952, -2.0829)  0.397
H (2.4933, 5.0094, -1.7101)  0.285
H (3.3799, 6.5179, -1.7483)  0.370
H (2.7376, 4.3315, 1.9196)  0.370
H (2.4680, 3.5934, 0.3527)  0.258
H (1.3355, 4.7767, 0.9394)  0.293
H (5.3144, 5.5600, -0.5469)  0.391
H (4.5120, 4.0070, -0.5025)  0.344
H (5.0916, 4.7307, 1.0012)  0.463
H (2.8846, 8.9718, 2.7856)  0.462
H (1.5034, 9.6500, 1.9200)  0.468
H (3.0881, 9.7014, 1.1846)  0.362
C (-4.4875, -5.5353, 3.1762)  -1.722
C (-3.9784, -4.2909, 2.3928)  2.053
C (-5.1625, -3.5373, 1.7627)  -1.383
C (-5.7530, -4.2307, 0.5397)  -0.486
C (-4.6629, -4.5412, -0.4808)  -1.171
C (-3.4957, -5.3339, 0.1227)  1.844
N (-2.9672, -4.7213, 1.3806)  0.172
O (-2.2527, -3.6611, 1.0423)  -0.369
C (-3.9591, -6.7836, 0.3860)  -1.986
C (-2.3971, -5.4916, -0.9466)  -1.771
C (-3.3785, -3.3774, 3.4786)  -2.032
H (-4.3990, -5.4031, 4.2560)  0.501
H (-5.5369, -5.7571, 2.9695)  0.321
H (-3.9028, -6.4301, 2.9598)  0.340
H (-4.8420, -2.5338, 1.4582)  0.365
H (-5.9509, -3.3897, 2.5051)  0.365
H (-6.2791, -5.1445, 0.8320)  0.285
H (-6.5065, -3.5833, 0.0818)  0.399
H (-5.1013, -5.0937, -1.3166)  0.411
H (-4.2974, -3.5962, -0.8995)  0.243
H (-3.1809, -7.3673, 0.8833)  0.386
H (-4.1832, -7.2951, -0.5529)  0.437
H (-4.8675, -6.8483, 0.9830)  0.401
H (-2.0496, -4.5318, -1.3336)  0.206
H (-2.7770, -6.0501, -1.8044)  0.452
H (-1.5348, -6.0339, -0.5492)  0.487
H (-2.5129, -3.8435, 3.9562)  0.476
H (-4.1199, -3.1775, 4.2557)  0.504
H (-3.0737, -2.4049, 3.0884)  0.306

Computed properties:
**Calculated total energy**: -2167.8065 Eh
**HOMO level (spin up / spin down)**: -8.294 / -8.746 eV
**Multiplicity**: 3
**Gap between HOMO and LUMO (spin up / spin down)**: 7.9 / 8.1 eV
**Charge**: 0
**LUMO energy (spin up / spin down)**: -0.413 / -0.609 eV